# 1
Below is a molecular structure, C19H25N3O4Pb at a distorted geometry, with properties calculated with ωB97M-V/def2-TZVPD.

Element x y z (Å)
Pb1 -0.5736 1.2893 1.0847
C1 -0.6628 -2.7053 2.3646
C2 -0.2719 -1.5851 3.2546
N1 -0.3323 -0.2944 2.9932
C3 0.0990 0.3780 4.1091
C4 0.4412 -0.5530 5.0671
N2 0.1898 -1.7761 4.5021
C5 1.0622 -0.5210 6.4244
O1 1.2466 0.6443 6.9715
O2 1.3690 -1.5784 6.9317
C6 0.1188 1.8907 4.2154
O3 0.3757 2.3641 5.3325
O4 -0.1329 2.5580 3.1917
H1 -1.1411 -2.3270 1.4672
H2 -1.3486 -3.3782 2.8789
H3 0.2162 -3.2824 2.0749
H4 0.3649 -2.6439 4.9879
H5 0.9006 1.4234 6.3796
C7 1.8381 3.4279 -2.9273
C8 1.9448 2.1279 -2.1241
C9 3.4211 1.7552 -1.9455
C10 1.1915 1.0119 -2.7938
C11 1.5618 0.5510 -4.0332
C12 0.9577 -0.5619 -4.6040
C13 -0.0132 -1.2643 -3.9013
C14 -0.4087 -0.8761 -2.6430
C15 -1.5076 -1.5692 -1.8845
C16 -2.8649 -1.1051 -2.4271
C17 -1.3834 -3.0920 -1.9145
C18 0.1220 0.3546 -2.0774
N3 -0.4534 0.8236 -1.0264
H6 2.4130 4.2104 -2.4368
H7 0.8047 3.7554 -2.9979
H8 2.2270 3.2928 -3.9327
H9 1.5016 2.2920 -1.1349
H10 3.9268 1.7201 -2.9084
H11 3.5206 0.7795 -1.4746
H12 3.9123 2.4982 -1.3227
H13 2.3491 1.0520 -4.5756
H14 1.2692 -0.9014 -5.5801
H15 -0.4369 -2.1550 -4.3391
H16 -1.4404 -1.2374 -0.8412
H17 -2.9425 -1.3127 -3.4905
H18 -2.9761 -0.0341 -2.2770
H19 -3.6764 -1.6157 -1.9170
H20 -1.5797 -3.4996 -2.9009
H21 -2.1048 -3.5221 -1.2249
H22 -0.3883 -3.4006 -1.6057
C19 -2.9288 1.6077 1.2365
H23 -3.2924 1.9851 0.2941
H24 -3.0773 2.3292 2.0237
H25 -3.4074 0.6699 1.4768

Results
ΔE to the lowest compared entry with this formula, charge and spin ... 21.58 kcal per mole
2S+1 ... 1
HOMO-LUMO gap (alpha / beta) ... 5.4 / 5.4 eV
Net charge ... 0


# 2
Below is a molecular structure, C18H45BrCrN3O6 at a distorted geometry, with properties calculated with ωB97M-V/def2-TZVPD.

Element x y z (Å)
Cr1 -1.3461 0.4168 1.8260
Br1 0.0923 -1.6722 1.5468
C1 2.2625 -0.5085 -2.1115
O1 1.1122 -0.8996 -2.9328
C2 1.1027 -2.2530 -3.4207
C3 0.8026 -3.2966 -2.3484
N1 1.4228 -4.5988 -2.5162
C4 1.2812 -5.5180 -1.4161
C5 1.6500 -5.0451 -0.0012
O2 3.0211 -4.7691 -0.0724
C6 3.5348 -3.5318 0.4510
H1 3.1754 -1.1034 -2.1364
H2 1.9174 -0.5660 -1.0791
H3 2.5167 0.5456 -2.2230
H4 2.0950 -2.3671 -3.8572
H5 0.4394 -2.2925 -4.2848
H6 -0.2735 -3.4288 -2.2356
H7 1.1221 -2.8384 -1.4125
H8 2.3951 -4.4267 -2.7284
H9 1.9824 -6.3385 -1.5679
H10 0.2728 -5.9291 -1.3691
H11 1.4024 -5.7186 0.8192
H12 1.1071 -4.1128 0.1550
H13 3.7529 -2.6995 -0.2182
H14 4.4747 -3.7048 0.9750
H15 2.9232 -3.2129 1.2950
C7 -3.9671 -1.5281 1.4932
O3 -2.8390 -0.9236 0.7835
C8 -3.1048 -0.4734 -0.5487
C9 -1.7785 0.1874 -1.0506
N2 -1.5020 1.3645 -0.1559
C10 -0.1375 2.0161 -0.5186
C11 0.0821 2.3344 -1.9545
O4 -0.7592 3.2651 -2.5574
C12 -0.6152 3.3492 -3.9486
H16 -4.9350 -1.0777 1.2730
H17 -3.6467 -1.4481 2.5320
H18 -4.0269 -2.5949 1.2779
H19 -3.8785 0.2944 -0.5465
H20 -3.5111 -1.1834 -1.2691
H21 -2.0789 0.4576 -2.0629
H22 -0.9755 -0.5451 -0.9680
H23 -2.1896 2.0223 -0.4943
H24 0.7260 1.4080 -0.2488
H25 -0.0615 2.9229 0.0814
H26 -0.0439 1.3618 -2.4303
H27 1.0616 2.7603 -2.1720
H28 0.4248 3.3898 -4.2723
H29 -1.1066 4.2276 -4.3672
H30 -1.0490 2.4316 -4.3459
C13 3.6138 2.8494 0.7353
O5 2.2517 2.4625 1.0486
C14 2.1538 1.3989 2.0274
C15 1.0836 1.7166 3.1302
N3 -0.1792 2.2163 2.5837
C16 -1.0336 2.8147 3.6306
C17 -2.4828 3.0454 3.0924
O6 -2.9260 1.8226 2.4624
C18 -4.3139 1.9186 2.1466
H31 3.4655 3.5970 -0.0439
H32 4.2491 2.0241 0.4138
H33 4.0326 3.3986 1.5786
H34 3.1192 1.1551 2.4709
H35 1.8128 0.5023 1.5098
H36 1.4565 2.4434 3.8518
H37 0.7781 0.8505 3.7173
H38 0.0627 3.0957 2.1499
H39 -0.5064 3.7179 3.9377
H40 -1.0985 2.1282 4.4748
H41 -2.5084 3.8040 2.3102
H42 -3.1559 3.3269 3.9022
H43 -4.5312 2.0203 1.0833
H44 -4.8876 2.5893 2.7861
H45 -4.7833 0.9530 2.3346

Results
2S+1 ... 6
HOMO-LUMO gap (alpha / beta) ... 4.9 / 8.1 eV
⟨S²⟩ ... 8.75
Net charge ... 0


# 3
Below is C22H27N3O3 in the gas phase, with properties calculated with ωB97M-V/def2-TZVPD.

Element x y z (Å)
C1 4.1536 -0.1891 4.5249
H1 4.8522 -0.6449 5.2229
H2 4.1039 0.8764 4.7375
H3 3.1691 -0.6193 4.6956
C2 4.6058 -0.4317 3.0872
C3 4.8021 -1.9340 2.8332
C4 4.6562 -2.2597 1.3552
N1 3.2987 -1.9792 0.9163
C5 2.8464 -2.6185 -0.1841
O1 3.5537 -3.3835 -0.8202
C6 1.4271 -2.3763 -0.5911
C7 1.1633 -2.0519 -1.9175
C8 -0.1399 -1.9183 -2.3571
C9 -1.2024 -2.1223 -1.4846
C10 -0.9393 -2.4537 -0.1621
C11 0.3642 -2.5865 0.2805
H4 0.5538 -2.8766 1.3028
H5 -1.7617 -2.6083 0.5204
C12 -2.6253 -1.9557 -1.9598
N2 -2.9916 -0.5562 -2.1042
C13 -3.3714 0.1543 -1.0191
C14 -3.6194 1.5072 -0.7643
N3 -3.5775 2.6395 -1.4663
C15 -3.2611 2.7399 -2.8775
C16 -3.7103 4.1519 -3.2531
H6 -4.7632 4.1459 -3.5365
H7 -3.1300 4.5646 -4.0752
C17 -3.5264 4.9254 -1.9475
H8 -2.4743 5.1744 -1.8043
C18 -3.9774 3.9147 -0.8987
H9 -5.0658 3.9417 -0.7672
H10 -3.5151 4.0585 0.0787
H11 -4.1101 5.8420 -1.9166
H12 -2.1797 2.6232 -3.0288
H13 -3.7822 1.9677 -3.4503
C19 -3.9654 1.2312 0.6430
O2 -4.2355 1.9237 1.5973
C20 -3.7534 -0.2374 0.3426
O3 -3.8577 -1.2906 0.9334
H14 -2.5272 -0.0562 -2.8503
H15 -2.7615 -2.4362 -2.9330
H16 -3.3114 -2.4003 -1.2382
H17 -0.3332 -1.6732 -3.3930
H18 1.9900 -1.9178 -2.5989
C21 2.5996 -0.9303 1.6282
H19 2.0844 -1.3383 2.5069
C22 3.5953 0.1368 2.0758
H20 4.1170 0.5124 1.1938
H21 3.0510 0.9712 2.5194
H22 1.8458 -0.4912 0.9705
H23 4.8527 -3.3165 1.1569
H24 5.3726 -1.6747 0.7642
H25 5.7877 -2.2481 3.1775
H26 4.0597 -2.5045 3.3946
H27 5.5632 0.0784 2.9399

Results
ΔE to the lowest compared entry with this formula, charge and spin ... 76.79 kcal per mole
2S+1 ... 1
HOMO-LUMO gap ... 8.1 eV
Net charge ... 0